Here is a molecular structure, C28H30N2RuS4 from the Open Molecules 2025 dataset. Energies are from wB97M-V/def2-TZVPD.

Computed properties:
Relative energy (zero: lowest compared OMol25 entry of this formula, charge and spin) ... 0.5140 eV
Charge ... +1
Expectation value of S² ... 8.8592
E ... -78414.8849 eV
Largest force on an atom ... 2.62 eV Å⁻¹
Multiplicity ... 6

Geometry as XYZ:
```
65
C28H30N2RuS4 (wB97M-V/def2-TZVPD)
H -0.11 4.07 -1.35
S 2.37 2.37 -1.11
S 0.34 0.12 2.50
H 0.64 -4.36 1.58
H 0.38 1.92 4.08
H 1.27 0.33 -5.24
C 3.15 0.43 2.34
H -6.26 0.71 2.93
H 1.80 0.21 -2.85
H 2.11 -1.22 3.25
S 3.12 -0.32 0.68
C 0.07 -4.81 -1.73
H 4.44 0.25 -1.15
H -1.08 0.50 -6.00
H -4.90 0.79 -1.14
H -0.08 -6.70 -2.71
C -0.86 0.48 -4.95
N -2.37 0.35 -0.50
H 2.23 4.77 -1.11
C 3.99 2.18 -0.28
H 1.39 2.96 2.05
C -0.22 0.44 -2.19
Ru 0.17 0.43 -0.18
C 0.25 -2.72 -0.47
C 0.29 -6.92 -0.61
C 0.77 0.34 -3.15
C -1.59 0.48 -2.64
C 0.49 -4.88 0.65
H 3.93 2.65 0.70
H 2.03 0.28 4.18
C -5.46 0.63 2.21
C 0.47 0.39 -4.51
C 0.35 4.10 -0.36
H 4.74 2.70 -0.87
H 5.31 0.60 0.35
C 4.36 0.71 -0.17
H -2.91 0.54 -4.35
H 0.67 -6.83 1.51
C -4.16 0.33 2.64
C 0.27 -4.14 -0.52
C -1.88 0.51 -4.04
C -3.14 0.22 1.73
H 3.05 1.52 2.24
H 0.29 -8.00 -0.64
S -0.49 2.76 0.55
C 0.25 -1.50 -0.46
H 4.11 0.20 2.80
C -5.73 0.79 0.85
N -2.62 0.44 -1.81
C 0.31 2.93 2.19
C -4.72 0.69 -0.08
H 2.33 4.13 0.53
C 0.08 -6.19 -1.77
C 1.86 3.99 -0.45
H 0.07 5.03 0.13
H -3.97 0.17 3.69
H -1.17 1.77 3.26
C -0.09 1.79 3.11
C -3.39 0.42 0.35
C 0.50 -6.26 0.60
H -0.09 -4.23 -2.63
C 2.02 -0.14 3.17
H -2.15 -0.07 2.03
H -6.74 0.99 0.52
H -0.04 3.88 2.60
```